No. 1
The following is a DFT calculation (wB97M-V/def2-TZVPD) of a structure of composition C3H6O3 at a distorted geometry.

```
12
Properties=species:S:1:pos:R:3:mulliken_charge:R:1
H 1.20381 0.23740 0.35536 0.270
O 0.50780 0.65108 1.48776 -0.268
C 0.48923 0.76018 2.85001 -0.191
H 1.51810 0.76179 3.25702 0.239
H -0.06762 1.66610 3.15991 0.255
O -0.17544 0.24745 -1.16850 -0.224
C 0.11369 -0.45608 -0.09640 0.298
O -0.19081 -1.59554 0.11927 -0.521
C -0.74551 -0.44903 -2.28101 -0.623
H -0.07930 -1.25647 -2.60698 0.278
H -1.72261 -0.86020 -2.00078 0.271
H -0.85133 0.29331 -3.07567 0.216
```

Summary:
Kohn-Sham gap (alpha / beta)   6.344 / 6.917 eV
HOMO (alpha / beta)   -8.11 / -8.36 eV
Energy relative to the best compared isomer or geometry (same formula, charge and spin)   687.59 kJ/mol
Total charge   0

***

No. 2
The following is a DFT calculation (wB97M-V/def2-TZVPD) of a structure of composition C32H28MnNO5P.

```
68
Properties=species:S:1:pos:R:3:mulliken_charge:R:1
Mn -0.55264 0.04666 1.52886 0.844
O -1.09735 -1.89234 5.42116 -0.472
C -0.95851 -1.09593 4.39175 0.149
O -0.66925 -1.49138 3.27083 -0.592
C -1.14892 0.34269 4.63591 0.385
C -1.36072 0.99222 5.83498 -0.696
C -1.40780 2.37909 5.81358 -0.413
C -1.21319 3.06913 4.62587 -0.771
C -1.01991 2.32411 3.47457 -0.163
N -1.01943 1.00707 3.49807 -0.173
C -0.70674 2.81964 2.08068 0.912
O -0.97451 4.17329 1.94128 -0.575
O -1.30288 2.01302 1.13355 -0.676
H -0.93907 -2.81139 5.14789 0.402
H -1.47555 0.43346 6.75403 0.526
H -1.57884 2.92638 6.73210 0.462
H -1.21512 4.14967 4.58691 0.537
H -1.58077 4.25565 1.19174 0.475
O 1.23507 1.37945 2.12888 -0.658
C 0.73792 2.41462 1.68807 0.729
C 1.30006 3.01176 0.46318 0.719
C 1.74064 4.32680 0.39197 -0.712
C 2.31814 4.78935 -0.77721 -0.818
C 2.40694 3.95731 -1.88297 -0.923
C 1.92320 2.65725 -1.82578 -0.746
C 1.39564 2.15602 -0.63855 0.601
P 0.65478 0.47220 -0.59168 0.791
C -0.40826 0.51050 -2.06503 0.784
C -1.71813 0.96043 -1.90057 -0.417
C -2.54276 1.10006 -3.00479 -0.793
C -2.06565 0.80308 -4.27623 -0.612
C -0.76419 0.36082 -4.44015 -0.932
C 0.06744 0.20924 -3.33749 0.096
C 2.05340 -0.68493 -0.71863 1.064
C 3.03525 -0.54675 -1.70321 -0.294
C 4.11261 -1.42041 -1.74355 -0.994
C 4.23515 -2.42075 -0.79274 -0.544
C 3.28098 -2.54745 0.20497 -0.944
C 2.19367 -1.68772 0.24225 -0.269
H 1.63295 4.97565 1.25126 0.515
H 2.67974 5.80774 -0.83305 0.415
H 2.83243 4.32793 -2.80692 0.452
H 1.93567 2.05692 -2.72483 0.249
H -2.08440 1.21075 -0.91293 0.221
H -3.55977 1.44616 -2.87092 0.456
H -2.71197 0.91448 -5.13800 0.410
H -0.39188 0.11819 -5.42788 0.428
H 1.06575 -0.17215 -3.48396 0.310
H 2.98703 0.24746 -2.42814 0.237
H 4.86272 -1.30875 -2.51666 0.456
H 5.07978 -3.09766 -0.82570 0.406
H 3.37788 -3.31955 0.95813 0.456
H 1.44639 -1.81601 1.00824 0.361
C -3.06489 -3.75881 -1.15555 -1.711
C -1.55641 -3.49758 -1.26793 1.734
C -1.19115 -3.17514 -2.72428 -1.518
C -0.77072 -4.72893 -0.79328 -1.614
C -1.20458 -2.35423 -0.42064 0.900
C -0.98050 -1.42621 0.32265 -0.748
H -3.33921 -4.60871 -1.78352 0.419
H -3.63096 -2.88558 -1.48499 0.361
H -3.34303 -3.98511 -0.12488 0.379
H -1.43476 -4.02951 -3.36083 0.502
H -0.12282 -2.96637 -2.82136 0.281
H -1.75061 -2.30712 -3.07846 0.226
H -1.02110 -5.58659 -1.42120 0.425
H -1.01723 -4.97212 0.24184 0.362
H 0.30496 -4.55105 -0.86073 0.343
```

Summary:
Kohn-Sham gap (alpha / beta)   7.177 / 8.370 eV
Multiplicity   5
Expectation value of S²   6.29
HOMO (alpha / beta)   -11.60 / -11.71 eV
Energy relative to the best compared isomer or geometry (same formula, charge and spin)   30.17 kJ/mol
Total charge   +1

***

No. 3
The following is a DFT calculation (wB97M-V/def2-TZVPD) of a structure of composition C12H25IrN4O4PS2 at a distorted geometry.

```
49
Properties=species:S:1:pos:R:3:mulliken_charge:R:1
Ir 0.11242 -0.06775 0.29056 0.678
C -1.26871 -5.79386 3.35965 -1.219
C -1.39393 -4.87932 2.17001 -0.210
O -0.79621 -3.58753 2.52593 -0.239
P -1.28451 -2.24325 1.89622 0.823
S -0.16595 -0.70521 2.53796 -0.421
S -0.95216 -2.00819 -0.13095 -0.428
O -2.82322 -2.11774 2.15809 -0.284
C -3.34682 -2.03747 3.52798 -0.257
C -4.20051 -0.80228 3.64085 -1.200
H -1.68869 -6.76774 3.10902 0.391
H -1.81125 -5.39517 4.21612 0.302
H -0.22372 -5.92828 3.63396 0.309
H -2.43518 -4.71744 1.88780 0.361
H -0.83929 -5.24691 1.30844 0.328
H -2.51187 -2.01841 4.23145 0.431
H -3.91580 -2.95220 3.68311 0.286
H -3.60480 0.09424 3.47279 0.276
H -4.62968 -0.74963 4.64141 0.388
H -5.01290 -0.83132 2.91649 0.325
C 2.52558 -1.22212 -0.89441 -0.717
N 1.90835 0.15816 -0.81102 -0.141
C 2.83115 1.00039 0.05090 -0.567
N 4.15934 1.02581 -0.50086 0.105
C 4.69077 -0.33595 -0.56531 -0.751
N 3.86030 -1.18057 -1.42612 0.094
C 3.82030 -0.59909 -2.77041 -0.666
N 3.27826 0.75954 -2.73090 0.106
C 1.93667 0.73516 -2.20804 -0.540
C 4.11707 1.58251 -1.85529 -0.694
H 1.87700 -1.82762 -1.52702 0.413
H 2.53472 -1.63226 0.11675 0.309
H 2.84802 0.55266 1.04617 0.399
H 2.40700 2.00257 0.10376 0.263
H 4.72098 -0.75948 0.43966 0.347
H 5.70428 -0.30444 -0.96250 0.325
H 3.19583 -1.21869 -3.41589 0.337
H 4.82945 -0.57273 -3.17954 0.312
H 1.28083 0.12366 -2.82950 0.189
H 1.55099 1.75059 -2.15892 0.332
H 3.71700 2.59650 -1.81807 0.330
H 5.12907 1.61818 -2.25586 0.339
C -1.60475 2.82975 -2.31242 -0.696
O -1.20249 1.52673 -1.82329 -0.307
C -0.50835 1.51921 -0.71632 0.877
O -0.13926 2.48837 -0.08754 -0.508
H -2.12092 2.63935 -3.24618 0.254
H -0.73149 3.45857 -2.47328 0.305
H -2.26783 3.30280 -1.59225 0.310
```

Summary:
Kohn-Sham gap   7.580 eV
HOMO   -11.73 eV
Energy relative to the best compared isomer or geometry (same formula, charge and spin)   0.00 kJ/mol
Total charge   +1

***

No. 4
The following is a DFT calculation (wB97M-V/def2-TZVPD) of the molecule C3H4N2 at a distorted geometry.

```
9
Properties=species:S:1:pos:R:3:mulliken_charge:R:1
C 0.42990 -0.80085 -0.18228 0.064
C 1.43735 0.01479 0.02100 -0.649
C -1.62316 0.61651 0.14492 0.256
N -0.74900 -0.43563 0.36583 -0.246
N -2.21056 -0.18133 -0.58173 -0.484
H 0.52833 -1.83844 -0.46266 0.326
H 2.50650 -0.08561 -0.13944 0.301
H -1.51442 1.65520 0.51125 0.281
H 1.19507 1.05534 0.32311 0.150
```

Summary:
Kohn-Sham gap (alpha / beta)   7.439 / 7.781 eV
Multiplicity   3
Expectation value of S²   2.05
HOMO (alpha / beta)   -6.41 / -9.53 eV
Energy relative to the best compared isomer or geometry (same formula, charge and spin)   174.20 kJ/mol
Total charge   0

***

No. 5
The following is a DFT calculation (wB97M-V/def2-TZVPD) of a structure of composition C18H16F5IrN3O16P2 at a distorted geometry.

```
61
Properties=species:S:1:pos:R:3:mulliken_charge:R:1
Ir 0.37280 1.01015 0.71332 4.059
N 1.37956 2.67374 0.16751 -0.561
C 0.58479 3.91471 0.29588 -0.649
C -0.57916 3.86078 -0.67394 -0.670
C -1.69172 2.84660 -0.39574 0.601
O -2.83625 3.16457 -0.64078 -0.722
O -1.38370 1.64129 0.00433 -1.005
H 2.22748 2.68270 0.73196 0.405
H 1.65336 2.57309 -0.80859 0.289
H 1.22544 4.76788 0.05779 0.454
H 0.25538 3.98674 1.32916 0.381
H -0.20336 3.63500 -1.67995 0.223
H -1.06180 4.83449 -0.72718 0.387
C 4.30598 -2.13972 -0.85135 -1.619
C 3.36038 -1.65275 0.22968 0.816
O 3.66201 -2.33285 1.45183 -0.674
P 3.55612 0.10376 0.62365 0.706
O 3.82009 0.89691 -0.73050 -0.675
O 4.97408 0.23807 1.32028 -0.600
O 2.47273 0.73167 1.45297 -0.719
P 1.57608 -1.75825 -0.25775 1.087
O 1.11725 -1.94769 1.25783 -0.518
O 1.21723 -2.84679 -1.17547 -0.839
O 1.31298 -0.29241 -0.75488 -1.158
H 5.34466 -1.93656 -0.58685 0.394
H 4.08497 -1.66895 -1.80880 0.309
H 4.15939 -3.21331 -0.95942 0.389
H 2.82074 -2.41402 1.93197 0.436
H 3.01856 0.76130 -1.27203 0.431
H 5.05935 -0.43550 2.01172 0.399
H 0.12817 -1.86093 1.33916 0.324
O -2.90165 -2.04492 0.71414 -0.762
C -2.03521 -1.37619 0.18026 -0.381
O -1.08795 -0.76317 0.81232 -1.061
C -1.99998 -1.34304 -1.34033 0.708
C -2.70979 -2.30955 -2.03780 -0.878
C -2.63531 -2.33731 -3.42075 -0.179
C -1.88588 -1.43706 -4.15275 -0.502
C -1.20932 -0.47900 -3.42520 -0.979
C -1.25113 -0.41704 -2.04781 0.317
N -0.38256 0.50646 -4.14106 1.048
O -0.30288 0.40976 -5.34974 -0.665
O 0.18350 1.36178 -3.48476 -0.612
N -3.38095 -3.37418 -4.15715 1.042
O -4.06439 -4.14414 -3.51575 -0.624
O -3.26952 -3.39761 -5.36869 -0.648
H -3.30556 -3.02944 -1.49680 0.621
H -1.83492 -1.48449 -5.22815 0.614
H -0.70388 0.34918 -1.53445 1.118
F -3.34365 -1.14319 5.49238 -0.340
C -2.56857 -0.36196 4.73031 0.650
C -3.12823 0.65086 3.97336 0.264
F -4.45005 0.84748 4.00985 -0.331
C -2.32518 1.45899 3.19029 0.166
F -2.89643 2.43569 2.48871 -0.365
C -0.94112 1.28241 3.13209 0.295
O -0.17282 2.04864 2.35323 -0.983
C -0.40405 0.26773 3.92798 0.250
F 0.92090 0.06608 3.93877 -0.405
C -1.19968 -0.54915 4.70862 0.290
F -0.64734 -1.51737 5.45305 -0.347
```

Summary:
Kohn-Sham gap   7.914 eV
HOMO   -6.30 eV
Energy relative to the best compared isomer or geometry (same formula, charge and spin)   182.15 kJ/mol
Total charge   -1

***

No. 6
The following is a DFT calculation (wB97M-V/def2-TZVPD) of the molecule C4H4S at a distorted geometry.

```
9
Properties=species:S:1:pos:R:3:mulliken_charge:R:1
C -0.93000 -0.01311 0.19693 -0.021
C 0.34767 0.04787 0.35678 0.319
C -1.90324 -0.28889 -0.64344 -0.549
C 1.69619 0.43632 0.73735 -0.656
S 1.44518 -0.73952 -0.71137 -0.129
H -2.70388 -1.03379 -0.51537 0.253
H -1.84114 0.29463 -1.59503 0.234
H 1.79776 1.46739 0.55485 0.292
H 2.09147 -0.17090 1.61929 0.257
```

Summary:
Kohn-Sham gap   8.719 eV
HOMO   -8.38 eV
Energy relative to the best compared isomer or geometry (same formula, charge and spin)   341.87 kJ/mol
Total charge   0
Structure (SMILES)   C=C=C1CS1